Formula: C2H6N4O2
Source: OMol25
Level of theory: wB97M-V/def2-TZVPD

For the LUMO energy, the calculation gives 0.9 eV. Its electronic energy is -449.1975 Ha. Its orbital gap is 10.46 eV. As for the HOMO energy: -9.6 eV. The structure (SMILES) is [H]/N=C(/NN)O/C=N\O.

Structure (XYZ):
```
14
C2H6N4O2 (wB97M-V/def2-TZVPD)
H -0.82021 1.51948 -1.08533
N 0.06661 1.66508 -0.63027
C 0.43289 0.59168 -0.12036
N 1.65258 0.39777 0.58148
N 2.24371 -0.79342 0.20248
O -0.26134 -0.58819 -0.00187
C -1.44093 -0.95488 -0.47211
N -2.57489 -0.51783 -0.08086
O -2.42310 0.53559 0.83649
H 2.27521 1.18096 0.32145
H 2.96508 -0.73932 -0.52823
H 2.66359 -1.21025 1.02195
H -1.47101 -1.68232 -1.29719
H -3.30819 0.59565 1.25238
```

=====

Formula: C24H37BrNO6PS
Source: OMol25
Level of theory: wB97M-V/def2-TZVPD

For the LUMO energy, the calculation gives 0.3 eV. Its electronic energy is -4756.4505 Ha. Its orbital gap is 9.49 eV. As for the HOMO energy: -9.2 eV. The structure (SMILES) is CCC[C@@H](C)[C@@]1(P(O)Br)OS(=O)(=O)O[C@@]1(CCCO)CNC.c1ccccc1.c1ccccc1.

Structure (XYZ):
```
71
C24H37BrNO6PS (wB97M-V/def2-TZVPD)
C 4.18716 3.18802 -1.28394
C 3.46566 1.83944 -1.17518
C 3.03226 1.32642 -2.53976
C 2.68624 -0.17116 -2.65900
C 3.96606 -1.00767 -2.74461
C 1.57914 -0.73731 -1.70857
P 0.16180 0.55602 -1.91109
O -0.19297 0.18054 -3.44626
Br -1.58740 -0.30960 -0.83162
O 1.20841 -1.96535 -2.40817
S 0.66284 -3.11040 -1.43910
O 1.61916 -4.16626 -1.45772
O -0.69925 -3.38680 -1.72063
O 0.75387 -2.26606 -0.12862
C 1.80310 -1.19708 -0.21059
C 1.36418 -0.20089 0.88838
C 2.39744 0.40224 1.86015
C 2.35616 -0.14634 3.29571
O 2.39987 0.89326 4.26968
C 3.10464 -1.93018 0.13177
N 2.96597 -2.59236 1.42650
C 3.10257 -4.05327 1.38217
H 3.71459 3.81042 -2.04721
H 5.24061 3.06042 -1.53256
H 4.12026 3.74487 -0.34790
H 2.60271 1.95773 -0.52007
H 4.15610 1.11288 -0.74068
H 3.87279 1.48255 -3.22526
H 2.22059 1.94423 -2.93218
H 2.21177 -0.27245 -3.63762
H 3.74893 -2.07176 -2.83922
H 4.52023 -0.70878 -3.63504
H 4.61627 -0.87286 -1.88489
H -0.20120 -0.77541 -3.62193
H 0.63904 -0.75262 1.48734
H 0.80751 0.61359 0.42810
H 3.41072 0.36851 1.46388
H 2.15313 1.46394 1.95874
H 3.17408 -0.84593 3.48741
H 1.41944 -0.67242 3.47509
H 3.16941 1.45153 4.09446
H 3.33056 -2.64280 -0.66037
H 3.93019 -1.22033 0.16125
H 3.70628 -2.24646 2.02106
H 2.16575 -4.51260 1.07268
H 3.34387 -4.40237 2.38631
H 3.90045 -4.38359 0.70648
C -5.70059 0.36419 -3.21737
C -5.29091 0.30071 -1.89261
C -6.23142 0.36926 -0.87397
C -7.57919 0.50070 -1.17883
C -7.98750 0.56576 -2.50386
C -7.04791 0.49729 -3.52335
H -4.96729 0.30827 -4.01197
H -4.23874 0.19864 -1.65934
H -5.91433 0.32212 0.16046
H -8.31189 0.55267 -0.38357
H -9.03835 0.67018 -2.74205
H -7.36630 0.54741 -4.55684
C -3.46988 0.82125 2.55452
C -4.39528 1.24445 3.49812
C -3.98049 2.00683 4.58174
C -2.64116 2.34372 4.72284
C -1.71502 1.91847 3.78009
C -2.13145 1.15860 2.69565
H -3.78911 0.22760 1.70653
H -5.43963 0.98006 3.39018
H -4.70191 2.33773 5.31791
H -2.31868 2.93723 5.56875
H -0.66908 2.17613 3.89309
H -1.41606 0.82481 1.95565
```